# 1
Density functional theory data (wB97M-V/def2-TZVPD) for 2 unconnected molecules or ions with the total composition C4H8O3PS.

Geometry as ORCA input:
```
! wB97M-V def2-TZVPD RIJCOSX def2/J DEFGRID3
* xyz -1 1
C 0.1161 0.0599 1.2545
C -0.8215 0.1954 0.0455
C 1.0177 1.2857 1.2982
C 0.0196 0.8399 -1.0960
O 2.9087 -3.5087 -1.9498
O 1.7462 -2.0797 -0.3760
O 1.5387 -1.7832 -2.8783
P 1.2835 1.9735 -0.1868
S 1.7688 -2.6486 -1.7347
H -0.4553 -0.1225 2.2426
H 0.7424 -0.7896 1.0137
H -1.1045 -0.8330 -0.2166
H -1.6560 0.7095 0.3991
H 1.3823 1.5462 2.2822
H 0.6479 -3.6483 -2.0535
H 0.5623 0.0378 -1.6291
H -0.5781 1.4056 -1.7425
*
```

Summary:
Total energy = -1122.48677 a.u.
Maximum force = 2.6 eV/Å
Gap between HOMO and LUMO = 9.05 eV
E_HOMO = -0.1952 hartree
Energy relative to the best compared isomer or geometry (same formula, charge and spin) = 95.6 kcal per mole



# 2
Density functional theory data (wB97M-V/def2-TZVPD) for a gas-phase ion, C4H8O3PS (charge -1).

Geometry as ORCA input:
```
! wB97M-V def2-TZVPD RIJCOSX def2/J DEFGRID3
* xyz -1 1
C -0.7836 0.5039 0.0739
C -0.8371 -0.6848 -0.8439
C -0.8350 0.1170 1.5508
C -1.3933 -1.8503 -0.5735
O 1.9106 -0.7384 0.2102
O 2.7399 1.6618 0.2213
O 0.3406 1.3010 -0.1819
P 1.8010 0.5420 -0.5129
S 2.1397 0.6767 -2.4649
H -1.6495 1.1574 -0.1552
H -0.3615 -0.5080 -1.8004
H -0.7172 1.0086 2.1628
H -0.0123 -0.5625 1.7522
H -1.7835 -0.3567 1.7921
H -1.3919 -2.6554 -1.2889
H 2.6924 2.4545 -0.3156
H -1.8592 -2.0667 0.3738
*
```

Summary:
Total energy = -1122.63919 a.u.
SMILES = C=C[C@@H](C)O[P@]([O-])(O)=S
Maximum force = 1.1 eV/Å
Gap between HOMO and LUMO = 7.83 eV
E_HOMO = -0.1519 hartree
Energy relative to the best compared isomer or geometry (same formula, charge and spin) = 0.0 kcal per mole



# 3
Density functional theory data (wB97M-V/def2-TZVPD) for a single C4H8O3S molecule.

Geometry as ORCA input:
```
! wB97M-V def2-TZVPD RIJCOSX def2/J DEFGRID3
* xyz 0 1
C -1.3918 -0.7264 0.5919
C -0.0658 -1.6516 0.7863
C 1.1537 -1.0346 -0.0014
C -0.6921 0.6976 0.8677
H -1.6917 -0.5447 -1.3484
H -2.1192 -0.9723 1.3934
H 0.1505 -1.6272 1.9135
H -0.3699 -2.7456 0.5533
H 1.6338 -1.5051 -0.7968
H 2.0674 -0.9785 0.6466
H -1.4853 1.4022 0.5176
H -0.4010 1.0783 1.9920
O -2.2379 -0.6935 -0.4802
O 1.8434 1.4426 0.0538
O 0.0767 0.6927 -1.4486
S 0.6709 0.6655 -0.2086
*
```

Summary:
Total energy = -781.03633 a.u.
SMILES = O=S1(=O)CC[C@H](O)C1
Maximum force = 6.2 eV/Å
Gap between HOMO and LUMO = 10.96 eV
E_HOMO = -0.3789 hartree
Energy relative to the best compared isomer or geometry (same formula, charge and spin) = 60.8 kcal per mole



# 4
Density functional theory data (wB97M-V/def2-TZVPD) for a molecular structure, C4H8O3S.

Geometry as ORCA input:
```
! wB97M-V def2-TZVPD RIJCOSX def2/J DEFGRID3
* xyz 0 1
C -0.4126 -0.9767 0.8155
C -0.6231 0.1542 0.0521
C -0.3003 1.5207 0.4989
C -1.1666 -0.0744 -1.3023
O 2.1062 0.2021 1.4017
O 2.0207 -1.9830 0.3114
O 1.5451 0.0039 -0.9304
S 1.6687 -0.6188 0.3005
H 0.0623 -1.1513 1.8107
H -0.6252 -2.0269 0.3923
H 0.0710 1.6336 1.5257
H -1.0596 2.1341 0.3639
H 0.5775 1.6886 -0.2576
H -0.6578 0.5126 -2.1264
H -2.3100 0.0453 -1.3568
H -0.8964 -1.0641 -1.4992
*
```

Summary:
Total energy = -781.00982 a.u.
Maximum force = 5.6 eV/Å
Gap between HOMO and LUMO = 10.20 eV
E_HOMO = -0.3904 hartree
Energy relative to the best compared isomer or geometry (same formula, charge and spin) = 77.4 kcal per mole



# 5
Density functional theory data (wB97M-V/def2-TZVPD) for a single C4H8O4 molecule.

Geometry as ORCA input:
```
! wB97M-V def2-TZVPD RIJCOSX def2/J DEFGRID3
* xyz 0 1
C 1.4036 1.2325 0.0210
C 1.2090 -1.3082 -0.0495
C 0.5053 0.0281 -0.1248
O -0.4645 0.1258 -1.0850
H 1.9731 1.1774 0.9463
H 0.8084 2.1426 0.0059
H 2.0902 1.2494 -0.8258
H 1.8102 -1.3772 0.8542
H 1.8508 -1.3998 -0.9263
H 0.4741 -2.1093 -0.0669
C -1.5392 -0.0398 0.1393
O -2.1305 -1.2473 0.0740
O -2.4428 0.9598 0.0255
O -0.5811 0.0671 1.0654
H -2.8341 -1.2203 -0.5887
H -2.1324 1.7191 0.5353
*
```

Summary:
Total energy = -458.15458 a.u.
SMILES = CC1(C)OC(O)(O)O1
Maximum force = 2.7 eV/Å
Gap between HOMO and LUMO = 10.75 eV
E_HOMO = -0.3695 hartree
Energy relative to the best compared isomer or geometry (same formula, charge and spin) = 49.3 kcal per mole



# 6
Density functional theory data (wB97M-V/def2-TZVPD) for a single C4H8O4 molecule.

Geometry as ORCA input:
```
! wB97M-V def2-TZVPD RIJCOSX def2/J DEFGRID3
* xyz 0 1
C 1.0426 1.3356 -0.0189
C 1.1182 -1.1456 -0.5769
C 0.4586 -0.0430 0.2322
O 0.3180 -0.3417 1.5904
H 2.0952 1.3419 0.2622
H 0.5145 2.0786 0.5752
H 0.9578 1.5925 -1.0732
H 2.1903 -1.1427 -0.3838
H 0.9467 -0.9713 -1.6373
H 0.7144 -2.1174 -0.3076
C -1.1862 -0.0838 0.1866
O -1.7430 0.9711 -0.4655
O -1.6345 -1.2518 -0.3602
O -1.2634 -0.0164 1.5844
H -2.3056 1.4871 0.1264
H -2.2235 -1.6929 0.2661
*
```

Summary:
Total energy = -458.04697 a.u.
SMILES = CC1(C)OOC1(O)O
Maximum force = 3.6 eV/Å
Gap between HOMO and LUMO = 9.96 eV
E_HOMO = -0.3735 hartree
Energy relative to the best compared isomer or geometry (same formula, charge and spin) = 116.8 kcal per mole



Number 1 is which compound? C4H8O3PS